Record 1
ORCA calculation (the ωB97M-V functional and the def2-TZVPD basis) on a cluster of 14 separate species, C34H50N13O8PS in total.

```
107
Properties=species:S:1:pos:R:3:lowdin_charge:R:1
C 4.403 -0.787 0.852 0.03
C 3.759 -1.779 -0.066 -0.51
O 4.256 -2.801 -0.425 0.14
O 2.533 -1.389 -0.567 -0.04
C 1.396 -2.124 -0.120 -0.09
C 1.062 -1.751 1.310 -0.20
O 0.576 -2.816 2.181 0.05
C 0.356 -2.117 3.345 -0.57
O 0.502 -2.535 4.443 0.19
O -0.025 -0.845 3.041 0.00
C -0.028 -0.725 1.590 -0.38
C 0.272 0.699 1.126 -0.05
C 0.819 1.626 2.193 -0.20
O 0.942 2.807 2.011 0.05
P -1.715 -1.376 1.030 0.26
O -1.278 -2.577 0.084 -0.20
O -2.252 -0.305 -0.022 -0.19
S -2.944 -1.762 2.444 0.38
H 3.879 -0.720 1.806 0.08
H 5.427 -1.102 1.034 0.09
H 4.396 0.203 0.391 0.07
H 1.552 -3.198 -0.246 0.13
H 0.579 -1.842 -0.777 0.13
H 1.936 -1.352 1.836 0.15
H -0.609 1.196 0.718 0.10
H 1.013 0.689 0.316 0.13
H 1.102 1.185 3.164 0.13
H -2.042 -3.133 -0.159 0.04
H -2.819 0.344 0.430 0.06
C -1.050 5.042 1.046 -0.06
C -1.892 3.948 0.585 -0.27
N -2.571 3.101 0.218 0.14
H -1.540 5.482 1.913 0.03
H -0.079 4.649 1.337 0.06
H -0.929 5.788 0.264 0.09
C 3.824 0.315 -3.407 -0.07
C 3.298 1.141 -2.332 -0.30
N 2.912 1.789 -1.467 0.14
H 4.909 0.281 -3.330 0.05
H 3.424 -0.695 -3.336 0.08
H 3.544 0.731 -4.373 0.04
C 2.660 -5.476 1.314 -0.05
C 2.320 -6.718 0.631 -0.28
N 2.052 -7.690 0.086 0.13
H 3.274 -4.850 0.664 0.07
H 1.746 -4.940 1.567 0.06
H 3.213 -5.689 2.227 0.09
C 6.788 3.581 -0.691 -0.06
C 6.610 2.306 -1.370 -0.26
N 6.469 1.302 -1.903 0.15
H 7.331 4.271 -1.335 0.08
H 5.813 4.004 -0.451 0.08
H 7.351 3.435 0.229 0.08
C 1.175 -0.847 -6.771 -0.09
C 2.625 -0.918 -6.643 -0.28
N 3.763 -0.977 -6.513 0.13
H 0.799 -0.032 -6.154 0.03
H 0.899 -0.671 -7.808 0.07
H 0.723 -1.776 -6.434 0.06
C -6.970 0.082 3.924 -0.06
C -5.733 0.593 3.349 -0.29
N -4.744 0.993 2.931 0.12
H -7.054 -0.985 3.729 0.09
H -6.960 0.244 5.001 0.05
H -7.829 0.593 3.493 0.08
C -0.432 -3.693 -10.093 -0.06
C -0.876 -2.977 -8.904 -0.27
N -1.225 -2.417 -7.967 0.14
H 0.654 -3.754 -10.104 0.08
H -0.845 -4.700 -10.092 0.08
H -0.769 -3.170 -10.986 0.08
C -1.005 -6.240 -0.533 -0.06
C -2.073 -5.368 -1.008 -0.26
N -2.908 -4.671 -1.377 0.15
H -0.154 -6.192 -1.211 0.08
H -0.689 -5.920 0.458 0.08
H -1.362 -7.266 -0.479 0.09
C -1.511 3.047 -6.814 -0.06
C -0.900 2.221 -5.782 -0.27
N -0.388 1.595 -4.970 0.14
H -1.841 3.989 -6.381 0.09
H -0.777 3.251 -7.593 0.06
H -2.368 2.533 -7.247 0.08
C 2.824 3.685 -5.575 -0.06
C 2.311 3.879 -6.925 -0.28
N 1.899 4.011 -7.987 0.13
H 3.572 4.443 -5.350 0.08
H 2.011 3.752 -4.854 0.08
H 3.281 2.699 -5.498 0.06
C -4.385 -0.238 7.283 -0.08
C -5.800 -0.560 7.433 -0.29
N -6.916 -0.797 7.543 0.12
H -4.131 0.604 7.922 0.05
H -3.771 -1.092 7.561 0.08
H -4.172 0.026 6.247 0.08
C -3.702 4.288 4.322 -0.07
C -3.000 5.543 4.078 -0.28
N -2.432 6.513 3.851 0.13
H -4.725 4.361 3.956 0.08
H -3.201 3.475 3.799 0.07
H -3.717 4.074 5.389 0.08
C -2.389 1.515 11.229 -0.06
C -2.073 0.953 9.922 -0.27
N -1.824 0.504 8.898 0.14
H -3.282 2.134 11.162 0.08
H -2.568 0.712 11.942 0.08
H -1.559 2.124 11.580 0.08
```

Summary:
HOMO-LUMO gap	9.40	eV
highest occupied orbital energy	-0.332	hartree

Record 2
ORCA calculation (the ωB97M-V functional and the def2-TZVPD basis) on a structure of composition C34H50N3O3RbSSb.

```
93
Properties=species:S:1:pos:R:3:lowdin_charge:R:1
Rb -0.271 -1.223 -2.361 0.84
C -3.827 -3.295 0.221 -0.04
C -2.942 -2.053 -0.221 -0.53
O -2.242 -2.199 -1.280 -0.34
C -3.212 -0.859 0.503 -0.09
C -2.214 0.147 0.715 -0.43
C -2.551 0.836 1.947 -0.06
N -1.270 0.447 -0.127 0.00
N -0.473 1.486 0.320 0.00
C 0.587 1.733 -0.447 -0.62
O 1.114 1.155 -1.454 -0.21
C 1.423 2.837 0.128 -0.18
C 2.554 3.212 -0.565 -0.06
C 3.221 4.354 -0.241 -0.12
C 2.812 5.180 0.771 -0.12
C 1.640 4.838 1.435 -0.11
C 1.006 3.629 1.239 -0.03
H -3.244 -4.004 0.916 0.08
H -4.324 -3.731 -0.711 0.09
H -4.633 -2.848 0.688 0.01
H -3.921 -1.077 1.322 0.09
H -2.125 0.197 2.718 0.08
H -3.638 0.899 2.093 0.08
H -2.120 1.802 2.092 0.04
H 2.732 2.495 -1.406 0.13
H 4.051 4.709 -0.873 0.10
H 3.363 6.091 0.992 0.09
H 1.338 5.490 2.253 0.09
H 0.144 3.467 1.774 0.07
S -1.017 3.935 -1.749 1.15
C -2.251 3.976 -0.547 -0.39
N -3.259 4.742 -0.848 0.04
C -3.164 5.266 -2.099 -0.34
C -4.187 5.794 -2.850 -0.04
C -4.010 5.937 -4.193 -0.13
C -2.807 5.763 -4.823 -0.12
C -1.721 5.285 -4.083 -0.11
C -1.944 4.957 -2.766 -0.47
H -2.227 3.490 0.403 0.07
H -5.163 5.957 -2.411 0.11
H -4.891 6.124 -4.766 0.10
H -2.724 6.059 -5.858 0.10
H -0.766 5.177 -4.637 0.12
C 4.045 -4.786 2.083 -0.13
C 3.635 -4.385 0.673 -0.71
C 3.240 -5.669 -0.033 -0.15
C 4.752 -3.697 -0.129 -0.14
Sb 1.907 -2.928 0.581 1.60
C 2.689 -1.144 1.565 -0.66
C 3.384 -0.355 0.403 -0.12
C 1.634 -0.346 2.243 -0.14
C 3.710 -1.465 2.728 -0.12
C 0.403 -3.659 1.986 -0.69
C -0.780 -2.720 1.817 -0.15
C 0.842 -3.824 3.492 -0.09
C -0.070 -5.009 1.427 -0.15
H 4.813 -5.538 2.111 0.07
H 3.171 -5.144 2.672 0.06
H 4.442 -3.915 2.698 0.07
H 4.083 -6.336 -0.128 0.07
H 2.923 -5.490 -1.052 0.06
H 2.362 -6.163 0.459 0.07
H 5.655 -4.283 -0.204 0.07
H 5.060 -2.737 0.393 0.07
H 4.374 -3.410 -1.148 0.08
H 2.650 -0.031 -0.293 0.03
H 4.116 -0.872 -0.216 0.05
H 3.850 0.587 0.750 0.09
H 0.849 0.042 1.640 0.05
H 2.088 0.560 2.653 0.09
H 1.206 -0.858 3.128 0.08
H 4.708 -1.864 2.414 0.07
H 3.272 -2.172 3.480 0.07
H 3.956 -0.558 3.268 0.06
H -0.502 -1.686 2.200 0.08
H -1.712 -3.106 2.261 0.09
H -0.956 -2.584 0.749 0.04
H 1.229 -2.967 4.017 0.05
H 1.602 -4.590 3.632 0.04
H 0.008 -4.225 4.047 0.07
H -0.271 -5.117 0.355 0.07
H -1.025 -5.363 1.819 0.07
H 0.776 -5.758 1.652 0.08
C -3.655 2.482 -4.353 -0.03
C -2.929 1.458 -3.531 -0.48
C -3.531 1.171 -2.194 -0.03
O -1.990 0.797 -4.003 -0.01
H -4.569 2.924 -3.838 0.10
H -4.049 1.997 -5.292 0.10
H -3.037 3.301 -4.695 0.05
H -2.865 0.474 -1.709 0.03
H -4.619 0.769 -2.327 0.13
H -3.719 2.017 -1.466 0.09
```

Summary:
HOMO-LUMO gap	5.36	eV
energy relative to the best compared isomer or geometry (same formula, charge and spin)	48.5	kJ/mol
charge	-1
highest occupied orbital energy	-0.122	hartree

Record 3
ORCA calculation (the ωB97M-V functional and the def2-TZVPD basis) on a cluster of 6 separate species, C34H50N9O4PS in total.

```
99
Properties=species:S:1:pos:R:3:lowdin_charge:R:1
N -1.099 -1.821 2.302 0.25
C -1.426 -0.803 1.886 -0.15
C -2.012 0.259 1.021 -0.34
C -1.368 0.260 -0.404 -0.11
P -0.688 1.839 -1.014 0.43
O -0.284 1.585 -2.411 -0.29
O -1.733 3.041 -0.998 -0.12
O 0.624 2.217 -0.179 -0.13
N -1.599 1.600 1.635 0.16
C -0.682 1.536 2.456 -0.32
O 0.291 1.688 3.056 0.23
C -3.575 0.245 1.067 -0.29
C -3.941 0.679 2.447 -0.18
N -4.196 1.135 3.466 0.22
C -4.264 -1.145 0.859 -0.12
C -3.498 -2.255 0.096 -0.25
C -4.173 -2.740 -1.208 -0.55
S -5.888 -3.324 -0.987 0.71
C -4.153 1.299 0.108 -0.15
C -4.522 2.576 0.549 -0.01
C -5.042 3.409 -0.429 -0.08
C -5.169 3.042 -1.755 -0.13
N -4.816 1.824 -2.178 0.09
C -4.320 1.026 -1.247 -0.12
H -2.013 -0.211 -1.141 0.09
H -0.496 -0.402 -0.331 0.12
H -2.179 3.068 -1.856 0.09
H 0.541 3.155 0.114 0.03
H -4.538 -1.534 1.842 0.12
H -5.216 -0.962 0.357 0.10
H -3.485 -3.141 0.737 0.11
H -2.452 -2.045 -0.129 0.09
H -3.607 -3.628 -1.503 0.07
H -4.070 -2.029 -2.030 0.06
H -6.159 -2.913 0.265 -0.15
H -4.402 2.891 1.575 0.10
H -5.364 4.400 -0.140 0.07
H -5.563 3.766 -2.461 0.11
H -4.009 0.038 -1.589 0.10
C 3.981 -4.341 2.898 -0.12
C 2.903 -3.352 3.326 -0.26
C 1.555 -4.019 3.619 -0.20
C 0.980 -4.652 2.434 -0.26
N 0.532 -5.143 1.499 0.14
H 3.706 -4.845 1.968 0.07
H 4.931 -3.831 2.730 0.02
H 4.140 -5.102 3.665 0.08
H 2.780 -2.591 2.552 0.11
H 3.234 -2.835 4.229 0.11
H 0.850 -3.272 3.989 0.10
H 1.671 -4.765 4.407 0.12
C 3.120 6.997 -2.410 -0.11
C 3.183 5.489 -2.626 -0.26
C 1.803 4.825 -2.628 -0.17
C 1.127 4.951 -1.343 -0.20
N 0.593 5.035 -0.329 0.17
H 2.689 7.242 -1.437 0.07
H 4.120 7.429 -2.445 0.07
H 2.515 7.478 -3.181 0.08
H 3.811 5.037 -1.856 0.11
H 3.663 5.287 -3.585 0.11
H 1.904 3.762 -2.859 0.12
H 1.176 5.258 -3.410 0.13
C 6.932 -2.432 -1.129 -0.11
C 8.295 -3.038 -0.810 -0.25
C 8.204 -4.339 -0.005 -0.19
C 7.607 -4.131 1.312 -0.21
N 7.121 -3.961 2.337 0.16
H 6.396 -2.160 -0.218 0.08
H 7.048 -1.529 -1.724 0.06
H 6.314 -3.132 -1.690 0.05
H 8.898 -2.307 -0.268 0.11
H 8.818 -3.249 -1.746 0.11
H 9.205 -4.756 0.125 0.12
H 7.621 -5.081 -0.553 0.12
C 3.237 -3.773 -5.298 -0.11
C 4.724 -3.811 -5.630 -0.26
C 5.611 -3.436 -4.438 -0.20
C 5.392 -2.058 -4.001 -0.25
N 5.195 -0.974 -3.683 0.16
H 2.918 -2.769 -5.013 0.07
H 2.647 -4.074 -6.164 0.07
H 3.001 -4.451 -4.476 0.08
H 4.927 -3.142 -6.469 0.11
H 4.991 -4.818 -5.955 0.11
H 6.661 -3.553 -4.714 0.12
H 5.424 -4.116 -3.605 0.11
C -7.243 2.272 4.828 -0.12
C -6.992 3.745 5.127 -0.26
C -7.720 4.681 4.157 -0.19
C -7.245 4.527 2.783 -0.19
N -6.877 4.393 1.704 0.18
H -6.872 1.998 3.840 0.05
H -6.732 1.643 5.556 0.07
H -8.311 2.042 4.868 0.08
H -5.919 3.944 5.104 0.11
H -7.334 3.965 6.140 0.11
H -7.568 5.718 4.463 0.12
H -8.795 4.495 4.192 0.12
```

Summary:
SMILES	N#C[C@](CP(=O)(O)O)(N=C=O)[C@](C#N)(CCCS)c1cccnc1.CCCC#N.CCCC#N.CCCC#N.CCCC#N.CCCC#N
HOMO-LUMO gap	9.56	eV
highest occupied orbital energy	-0.338	hartree

Record 4
ORCA calculation (the ωB97M-V functional and the def2-TZVPD basis) on a structure of composition C34H51BMnN2P2.

```
91
Properties=species:S:1:pos:R:3:lowdin_charge:R:1
Mn -0.169 -0.068 0.117 0.60
C -1.144 2.753 -2.005 -0.08
C -2.445 1.930 -1.934 -0.67
C -3.230 2.107 -3.231 -0.07
C -3.295 2.395 -0.745 -0.07
P -1.828 0.192 -1.602 1.13
C -1.091 -0.342 -3.242 -0.23
N 0.233 -0.793 -2.904 -0.02
B 0.830 -0.500 -1.648 -0.54
N 2.174 -0.962 -1.738 -0.03
C 3.153 -0.685 -0.717 -0.24
P 2.142 -0.462 0.843 1.14
C 2.513 -2.061 1.767 -0.66
C 1.685 -2.149 3.052 -0.08
C 3.994 -2.213 2.117 -0.07
C 2.062 -3.184 0.819 -0.08
C 2.896 1.058 1.646 -0.66
C 4.423 1.077 1.688 -0.07
C 2.395 2.216 0.760 -0.09
C 2.326 1.226 3.060 -0.07
C 2.372 -1.541 -2.987 -0.15
C 3.472 -2.186 -3.532 -0.01
C 3.347 -2.726 -4.804 -0.08
C 2.156 -2.621 -5.519 -0.08
C 1.049 -1.976 -4.985 -0.01
C 1.162 -1.441 -3.711 -0.15
C -3.191 -1.082 -1.346 -0.66
C -2.439 -2.422 -1.229 -0.08
C -4.205 -1.140 -2.486 -0.07
C -3.937 -0.808 -0.034 -0.07
H -1.371 3.820 -2.015 0.10
H -0.574 2.521 -2.907 0.09
H -0.504 2.548 -1.141 0.05
H -3.451 3.170 -3.353 0.10
H -4.180 1.577 -3.213 0.07
H -2.672 1.786 -4.111 0.08
H -3.372 3.485 -0.749 0.10
H -2.864 2.094 0.212 0.06
H -4.308 1.997 -0.813 0.08
H -1.044 0.515 -3.917 0.09
H -1.683 -1.119 -3.725 0.09
H 3.689 0.238 -0.948 0.09
H 3.886 -1.485 -0.621 0.09
H 1.882 -1.322 3.731 0.07
H 1.937 -3.075 3.574 0.10
H 0.617 -2.166 2.843 0.05
H 4.269 -1.564 2.947 0.08
H 4.657 -1.999 1.279 0.08
H 4.176 -3.244 2.426 0.10
H 1.023 -3.046 0.506 0.07
H 2.130 -4.143 1.335 0.10
H 2.677 -3.247 -0.080 0.08
H 4.871 0.873 0.715 0.08
H 4.821 0.366 2.408 0.07
H 4.743 2.075 1.996 0.10
H 2.883 2.227 -0.217 0.09
H 2.592 3.171 1.249 0.10
H 1.314 2.143 0.607 0.03
H 2.794 0.537 3.763 0.08
H 1.246 1.069 3.077 0.07
H 2.520 2.240 3.416 0.10
H 4.404 -2.263 -2.986 0.11
H 4.189 -3.241 -5.246 0.11
H 2.095 -3.046 -6.512 0.11
H 0.125 -1.900 -5.543 0.11
H -2.067 -2.777 -2.191 0.09
H -3.106 -3.184 -0.821 0.10
H -1.580 -2.347 -0.552 0.05
H -3.748 -1.341 -3.455 0.08
H -4.771 -0.213 -2.558 0.07
H -4.918 -1.942 -2.285 0.10
H -3.253 -0.628 0.795 0.05
H -4.551 -1.676 0.217 0.10
H -4.597 0.052 -0.123 0.07
C -1.923 3.977 4.131 -0.07
C -1.400 4.121 2.831 -0.07
C -1.117 3.014 2.081 -0.06
C -1.337 1.707 2.577 -0.21
C -1.041 0.551 1.796 -0.23
C -1.312 -0.684 2.359 -0.21
C -1.832 -0.837 3.660 -0.07
C -2.092 0.273 4.412 -0.02
C -1.864 1.569 3.892 -0.16
C -2.148 2.732 4.646 -0.03
H -2.143 4.858 4.719 0.11
H -1.226 5.112 2.431 0.11
H -0.726 3.119 1.076 0.08
H -1.127 -1.604 1.789 0.08
H -2.018 -1.828 4.055 0.11
H -2.476 0.172 5.421 0.12
H -2.556 2.617 5.644 0.12
```

Summary:
HOMO-LUMO gap (alpha / beta)	7.78 / 7.81	eV
energy relative to the best compared isomer or geometry (same formula, charge and spin)	0.0	kJ/mol
<S²>	6.1231
spin multiplicity	5
charge	+1
highest occupied orbital energy (alpha / beta)	-0.379 / -0.388	hartree